The following is a DFT calculation (the ωB97M-V functional and the def2-TZVPD basis) of a molecular structure, C35H27GeN4O2Pt in a non-equilibrium geometry.

- HOMO-LUMO gap (spin up / spin down) (eV) = 6.69 / 5.62
- energy above the lowest of the compared OMol25 structures with the same formula, charge and spin (kJ/mol) = 43.93
- 2S+1 = 2
- F_max (Eh/bohr) = 0.0231
- highest occupied orbital energy (spin up / spin down) (eV) = -7.243 / -7.006
- net charge = 0
- E_LUMO (spin up / spin down) (eV) = -0.56 / -1.38

Last column: Löwdin charge in e.
Positions of all 70 atoms, in Å:
1 Pt -0.04560 -0.26362 -0.07337  1.03
2 O -3.58288 -2.47949 -0.67047  0.10
3 C -2.76336 -1.65693 -0.32655  -0.46
4 N -1.63073 -1.89478 0.42178  0.07
5 C -1.66150 -2.24811 1.72776  -0.22
6 C -2.58777 -3.15614 2.28471  -0.02
7 C -2.45876 -3.54987 3.59185  -0.09
8 C -1.43149 -3.03339 4.39910  -0.09
9 C -0.54979 -2.10277 3.90791  -0.02
10 C -0.66650 -1.64952 2.57734  -0.21
11 N 0.07814 -0.64964 2.03229  -0.03
12 C 1.34784 -0.31920 2.46294  -0.46
13 O 1.67830 0.00910 3.57942  0.10
14 C 2.33570 -0.55828 1.36079  -0.18
15 C 3.68909 -0.63195 1.63842  0.02
16 C 4.54942 -1.17660 0.70357  -0.03
17 C 4.01382 -1.67379 -0.47564  -0.02
18 C 2.66174 -1.52120 -0.71358  -0.11
19 N 1.83922 -0.93540 0.15596  -0.08
20 C -2.90862 -0.18847 -0.55629  -0.20
21 C -4.11873 0.36081 -0.94944  0.02
22 C -4.32665 1.71793 -0.80598  -0.03
23 C -3.32658 2.49044 -0.22842  -0.03
24 C -2.11882 1.89537 0.07220  -0.12
25 N -1.88760 0.59884 -0.13591  -0.10
26 H -3.35357 -3.56365 1.63825  0.11
27 H -3.14315 -4.27903 4.00658  0.10
28 H -1.35897 -3.35486 5.43018  0.10
29 H 0.21257 -1.65919 4.53362  0.10
30 H 4.02128 -0.28343 2.60656  0.12
31 H 5.61146 -1.25420 0.89258  0.12
32 H 4.63628 -2.16592 -1.20880  0.12
33 H 2.21543 -1.86807 -1.63219  0.11
34 H -4.87967 -0.30947 -1.32544  0.13
35 H -5.26039 2.17820 -1.09912  0.12
36 H -3.47585 3.54232 -0.03440  0.12
37 H -1.29635 2.45943 0.48766  0.11
38 C -1.26098 -1.13724 -3.39959  -0.24
39 Ge 0.00338 0.09062 -2.48335  0.82
40 C -0.46289 1.89484 -3.18501  -0.30
41 C -0.81519 2.00626 -4.53003  -0.11
42 C -1.11980 3.23723 -5.09275  -0.09
43 C -1.08617 4.38339 -4.31045  -0.10
44 C -0.72286 4.29282 -2.97568  -0.09
45 C -0.40376 3.05849 -2.42530  -0.15
46 C 1.77019 -0.28543 -3.32380  -0.28
47 C 1.87437 -1.28729 -4.25752  -0.11
48 C 3.11235 -1.64238 -4.83323  -0.07
49 C 4.25316 -0.99226 -4.46038  -0.04
50 C 4.20316 0.04868 -3.50327  -0.18
51 C 5.37505 0.72821 -3.09285  -0.04
52 C 5.31597 1.73202 -2.16847  -0.08
53 C 4.07806 2.09733 -1.60197  -0.07
54 C 2.93274 1.44865 -1.96967  -0.05
55 C 2.95221 0.41070 -2.93335  -0.21
56 H -1.15931 -1.09425 -4.48480  0.01
57 H -2.28894 -0.87078 -3.15194  0.01
58 H -1.09803 -2.16632 -3.07432  0.02
59 H -0.84904 1.11524 -5.14804  0.09
60 H -1.37604 3.30440 -6.14310  0.10
61 H -1.33138 5.34548 -4.74289  0.10
62 H -0.67920 5.18750 -2.36510  0.10
63 H -0.07681 3.00561 -1.39356  0.07
64 H 0.98813 -1.83308 -4.56110  0.09
65 H 3.15076 -2.43955 -5.56576  0.10
66 H 5.21181 -1.26135 -4.88945  0.11
67 H 6.32394 0.43169 -3.52582  0.11
68 H 6.21741 2.24995 -1.86602  0.10
69 H 4.04165 2.89997 -0.87597  0.10
70 H 1.98600 1.72087 -1.51938  0.06


The following is a DFT calculation (the ωB97M-V functional and the def2-TZVPD basis) of a molecular structure, C35H27N5O5PTa.

- HOMO-LUMO gap (eV) = 7.30
- energy above the lowest of the compared OMol25 structures with the same formula, charge and spin (kJ/mol) = 0.00
- 2S+1 = 1
- F_max (Eh/bohr) = 0.0061
- highest occupied orbital energy (eV) = -13.874
- net charge = +2
- E_LUMO (eV) = -6.58

Last column: Löwdin charge in e.
Positions of all 74 atoms, in Å:
1 Ta 0.11363 0.39066 0.24024  1.88
2 O -3.92901 0.03964 -0.70766  0.14
3 C -2.78250 0.39199 -0.59040  -0.47
4 N -1.84213 -0.20958 0.22620  -0.14
5 C -2.39512 -1.26624 1.04492  -0.13
6 C -1.28023 -1.93107 1.75639  -0.22
7 C -1.47433 -3.01849 2.59024  0.02
8 C -0.38149 -3.61277 3.18924  0.00
9 C 0.88822 -3.10523 2.93596  -0.01
10 C 1.01523 -2.01710 2.10931  -0.11
11 N -0.05280 -1.41735 1.53412  -0.01
12 C -2.24972 1.61354 -1.26511  -0.17
13 C -3.04457 2.45596 -2.01249  0.05
14 C -2.48018 3.62070 -2.50853  0.01
15 C -1.15113 3.90141 -2.23102  0.00
16 C -0.41331 3.00719 -1.48350  -0.07
17 N -0.95985 1.87598 -1.01091  -0.02
18 H -2.93896 -1.98551 0.42706  0.15
19 H -3.12218 -0.86742 1.76140  0.15
20 H -2.47804 -3.38997 2.74497  0.14
21 H -0.50963 -4.46765 3.83974  0.13
22 H 1.77274 -3.54405 3.37383  0.13
23 H 1.98408 -1.60264 1.88454  0.09
24 H -4.07878 2.18533 -2.17257  0.14
25 H -3.07322 4.30893 -3.09573  0.13
26 H -0.68117 4.80675 -2.58687  0.13
27 H 0.62774 3.18636 -1.25419  0.12
28 C 3.85919 -0.84200 5.47640  -0.05
29 C 2.49452 -0.57846 5.41463  -0.06
30 C 1.96941 0.08150 4.31891  -0.11
31 C 2.80919 0.49040 3.27731  -0.35
32 C 4.17414 0.22677 3.34442  -0.07
33 C 4.69384 -0.44148 4.44554  -0.05
34 P 2.05091 1.34055 1.87648  1.06
35 C 3.27390 2.32680 1.00064  -0.35
36 C 4.27861 1.68769 0.26724  -0.12
37 C 5.16795 2.43456 -0.48464  -0.05
38 C 5.05601 3.82056 -0.51944  -0.05
39 C 4.05345 4.45578 0.19577  -0.05
40 C 3.15764 3.71182 0.95500  -0.07
41 C 0.69278 2.31992 2.48856  -0.41
42 C 0.59561 3.25168 3.52030  -0.05
43 C -0.66394 3.71540 3.84885  -0.03
44 C -1.79310 3.23973 3.16938  -0.04
45 C -1.68132 2.30331 2.16117  -0.08
46 C -0.41207 1.81036 1.80288  -0.30
47 H 4.27323 -1.35049 6.33678  0.12
48 H 1.84495 -0.87808 6.22614  0.12
49 H 0.90684 0.29468 4.27866  0.11
50 H 4.83741 0.55910 2.55749  0.10
51 H 5.75595 -0.63669 4.50494  0.12
52 H 4.37247 0.60682 0.28091  0.11
53 H 5.94726 1.93406 -1.04346  0.12
54 H 5.75306 4.40539 -1.10419  0.12
55 H 3.97128 5.53414 0.17199  0.12
56 H 2.37806 4.21492 1.51393  0.10
57 H 1.47562 3.59268 4.05109  0.13
58 H -0.78253 4.43719 4.64591  0.12
59 H -2.77273 3.60499 3.44968  0.12
60 H -2.58104 1.94948 1.67224  0.10
61 O -0.72860 -1.86460 -3.98645  0.20
62 C 0.11528 -1.30877 -3.13645  -0.42
63 O -0.33281 -0.85503 -2.09212  0.05
64 C 1.54546 -1.23865 -3.45676  -0.05
65 C 2.31359 -1.66213 -4.52978  0.02
66 N 3.57395 -1.32268 -4.23722  0.04
67 N 3.71411 -0.70463 -3.05129  0.16
68 C 2.49289 -0.65337 -2.58658  -0.16
69 C 2.02560 -0.10620 -1.29622  -0.54
70 O 1.50594 1.05449 -1.22850  -0.10
71 O 1.84593 -0.86285 -0.30858  -0.07
72 H -0.30400 -2.18548 -4.79271  0.13
73 H 2.06960 -2.16380 -5.45245  0.15
74 H 4.39471 -1.47735 -4.80300  0.18


The following is a DFT calculation (the ωB97M-V functional and the def2-TZVPD basis) of a molecular structure, C35H28F10N9O7ReS2 in a non-equilibrium geometry.

- HOMO-LUMO gap (spin up / spin down) (eV) = 5.08 / 6.33
- energy above the lowest of the compared OMol25 structures with the same formula, charge and spin (kJ/mol) = 22.85
- 2S+1 = 3
- F_max (Eh/bohr) = 0.0810
- highest occupied orbital energy (spin up / spin down) (eV) = -6.172 / -7.495
- net charge = 0
- E_LUMO (spin up / spin down) (eV) = -1.10 / -1.16

Last column: Löwdin charge in e.
Positions of all 92 atoms, in Å:
1 Re -4.39088 -4.84832 22.57990  1.45
2 C -5.87330 -3.74493 25.51283  -0.10
3 N -4.64484 -3.69001 24.79732  -0.26
4 C -4.19577 -2.33862 24.36411  -0.19
5 C -2.88144 -2.35382 23.57460  -0.21
6 N -2.76628 -3.57737 22.78703  -0.15
7 C -1.68658 -3.94280 21.98589  -0.19
8 C -0.86387 -4.96916 22.37005  -0.17
9 F -1.21928 -5.70138 23.43085  0.09
10 C 0.34756 -5.24122 21.65740  -0.10
11 F 1.21202 -6.11623 22.27807  0.09
12 C 0.49808 -4.83765 20.37801  -0.16
13 F 1.50294 -5.21904 19.64683  0.17
14 C -0.43173 -3.80316 19.94346  -0.10
15 F -0.12954 -3.14955 18.79728  0.09
16 C -1.41403 -3.28760 20.72520  -0.15
17 F -2.13784 -2.29412 20.22836  0.11
18 C -3.63532 -4.16968 25.81481  -0.14
19 C -3.45971 -5.72345 25.86885  -0.05
20 N -4.54162 -6.58256 25.17550  -0.08
21 C -4.92528 -7.81038 25.85251  -0.08
22 C -4.23990 -8.99850 25.51560  -0.09
23 F -3.31239 -8.91295 24.53746  0.13
24 C -4.50520 -10.13599 26.28355  -0.13
25 F -3.88292 -11.28508 26.01934  0.14
26 C -5.31964 -10.08693 27.39084  -0.14
27 F -5.28166 -11.11098 28.22481  0.16
28 C -6.02093 -8.92465 27.68558  -0.09
29 F -6.66868 -8.76782 28.88653  0.10
30 C -5.91053 -7.83763 26.82255  -0.08
31 F -6.69108 -6.70405 27.08003  0.07
32 H -6.07210 -2.87859 26.19946  0.11
33 H -6.74996 -3.80110 24.82753  0.09
34 H -5.85932 -4.59506 26.21356  0.08
35 H -4.93309 -1.88823 23.67530  0.11
36 H -4.03053 -1.60253 25.19741  0.14
37 H -2.98124 -1.44406 22.85019  0.13
38 H -2.02609 -2.08707 24.20931  0.12
39 H -2.65011 -3.89534 25.43404  0.10
40 H -3.72431 -3.70311 26.79483  0.13
41 H -2.51506 -5.99522 25.30165  0.13
42 H -3.47699 -6.18048 26.88443  0.14
43 N -6.28786 -3.95655 22.26813  0.05
44 C -7.02592 -3.23394 21.65006  -0.14
45 N -7.82903 -2.40180 21.07172  -0.07
46 C -7.74158 -0.94905 21.40139  -0.10
47 C -7.45896 -0.19731 20.07912  -0.17
48 C -8.54328 -0.47147 19.04461  -0.19
49 C -8.70933 -1.97749 18.76741  -0.16
50 C -8.84051 -2.78325 20.08440  -0.12
51 H -6.94393 -0.82218 22.13963  0.12
52 H -8.71748 -0.58355 21.80045  0.14
53 H -6.45097 -0.50052 19.77748  0.10
54 H -7.41174 0.84740 20.37908  0.12
55 H -8.42594 0.11057 18.11195  0.12
56 H -9.49636 -0.04656 19.43600  0.12
57 H -7.86067 -2.29764 18.19352  0.09
58 H -9.54853 -2.31761 18.13714  0.12
59 H -8.67484 -3.85874 19.78835  0.14
60 H -9.87488 -2.75598 20.42146  0.12
61 O -4.15165 -8.60594 16.17275  0.06
62 N -4.66356 -7.46460 16.10989  -0.32
63 O -5.32121 -6.97720 15.16122  0.06
64 C -4.48156 -6.68412 17.27679  -0.17
65 C -5.00252 -5.40987 17.30530  0.06
66 C -4.77888 -4.55457 18.35401  -0.09
67 C -4.17576 -5.04719 19.56808  -0.20
68 O -4.13561 -4.43123 20.69177  -0.24
69 C -3.53076 -6.32335 19.46093  -0.09
70 C -3.69772 -7.14997 18.31981  0.11
71 N -2.68857 -6.73703 20.47712  -0.31
72 O -2.91504 -6.40797 21.72909  -0.22
73 O -1.70266 -7.42829 20.12583  0.01
74 N -4.99789 -3.17943 18.21173  -0.32
75 O -4.90360 -2.45884 19.21035  0.02
76 O -5.23918 -2.76455 17.06445  0.05
77 H -5.70804 -4.98290 16.58785  0.14
78 H -3.16250 -8.09842 18.34682  0.13
79 S -5.69133 -6.84306 22.62853  0.62
80 C -4.74215 -6.15647 23.92771  -0.78
81 S -3.29380 1.33022 20.83956  0.52
82 C -2.69902 1.04669 19.30548  -0.84
83 N -2.88163 -0.15785 18.62874  0.04
84 C -2.26789 -0.49294 17.46448  -0.08
85 C -1.59315 0.48966 16.77162  -0.08
86 C -1.24271 1.66871 17.46550  -0.05
87 C -1.89878 2.00500 18.66807  -0.12
88 H -3.53881 -0.94219 18.97384  0.12
89 H -2.45363 -1.57452 17.09196  0.16
90 H -1.38435 0.29522 15.72122  0.10
91 H -0.54978 2.37732 17.04832  0.10
92 H -1.75966 2.99099 19.16058  0.11


The calculation returns the following DFT total energy values, one per record and in order: -106551.577, -65252.595, -115452.148 eV.